(1)
54
Properties=species:S:1:pos:R:3:mulliken_spin:R:1 method="wB97M-V/def2-TZVPD" lumo_ev="-1.3 / -1.8" homo_lumo_gap_ha="0.2171 / 0.2274" homo_ev="-7.2 / -8.0" s_squared=6.0265 spin_multiplicity=5
Ir 0.363 0.453 0.217 2.460
S -6.765 -0.789 -2.777 0.000
N -6.034 -1.493 -1.526 0.000
C -4.854 -0.912 -1.410 0.002
C -3.856 -1.218 -0.396 0.003
C -4.055 -2.184 0.591 0.002
C -3.063 -2.396 1.515 -0.001
C -1.895 -1.643 1.425 -0.008
N -1.692 -0.731 0.486 0.147
C -2.658 -0.508 -0.416 -0.006
C -2.413 0.531 -1.435 -0.036
N -1.242 1.179 -1.379 0.099
C -0.982 2.126 -2.268 -0.003
C -1.874 2.472 -3.280 0.008
C -3.078 1.814 -3.352 0.008
C -3.364 0.826 -2.410 -0.006
C -4.615 0.086 -2.391 0.000
N -5.618 0.246 -3.236 0.000
H -4.985 -2.739 0.609 0.000
H -3.169 -3.127 2.305 0.001
H -1.095 -1.786 2.140 -0.002
H -0.031 2.629 -2.156 0.014
H -1.610 3.250 -3.984 0.001
H -3.812 2.045 -4.115 0.000
O -0.235 1.869 1.979 0.135
S 1.227 2.218 1.940 -0.034
O 1.627 3.238 2.857 -0.002
O 1.955 0.925 2.060 0.112
S 1.490 2.666 -0.058 0.328
C 1.477 -1.939 2.603 0.014
Si 2.497 -1.926 1.036 -0.008
C 2.657 -3.725 0.538 0.012
C 4.158 -1.169 1.371 0.007
N 1.641 -1.087 -0.306 0.575
C 2.021 -1.218 -1.638 -0.056
C 3.275 -1.715 -2.042 0.095
C 3.605 -1.820 -3.380 -0.049
C 2.705 -1.438 -4.368 0.104
C 1.457 -0.956 -3.993 -0.054
C 1.121 -0.857 -2.656 0.098
H 2.131 -1.723 3.453 0.001
H 1.022 -2.922 2.757 0.002
H 0.715 -1.160 2.623 0.002
H 3.039 -4.291 1.395 0.000
H 3.323 -3.907 -0.308 -0.002
H 1.673 -4.133 0.283 0.003
H 4.628 -1.696 2.208 0.001
H 4.029 -0.122 1.653 0.001
H 4.836 -1.218 0.519 0.000
H 4.004 -1.998 -1.300 0.007
H 4.582 -2.198 -3.657 -0.001
H 2.967 -1.527 -5.415 0.007
H 0.735 -0.669 -4.750 -0.002
H 0.132 -0.522 -2.369 0.026

=====

(2)
46
Properties=species:S:1:pos:R:3:nbo_charge:R:1 method="wB97M-V/def2-TZVPD" lumo_ev=0.3 homo_lumo_gap_ha=0.2960 e_above_lowest_kj_mol=427.8 smiles="COc1cccc(C(=O)c2c(C)c(CCC#N)n3ccccc23)c1OC" homo_ev=-7.7
N 5.537 2.241 3.851 -0.327
O 0.764 0.205 -3.075 -0.543
C 4.643 1.787 3.277 0.280
O -3.090 -3.423 -0.387 -0.518
O -0.641 -1.863 -0.019 -0.546
C 0.186 -0.025 -2.023 0.557
C -2.119 2.378 1.036 -0.208
C -1.576 1.560 0.043 -0.196
C -1.173 3.017 2.028 -0.267
C 0.676 0.689 -0.852 -0.217
C 0.186 2.831 1.940 0.011
C -0.128 1.376 0.020 0.164
C 2.064 0.948 -0.462 0.016
C 2.024 1.737 0.656 0.091
C -3.033 -1.468 -3.387 -0.218
C -3.416 -2.374 -2.422 -0.228
C -1.875 -0.675 -3.227 -0.161
C -2.643 -2.477 -1.264 0.228
C -1.449 -1.720 -1.119 0.323
C -1.072 -0.825 -2.073 -0.204
N 0.673 1.995 0.944 -0.310
C -3.574 -2.798 0.824 -0.258
C 0.091 -3.107 0.206 -0.248
C 3.305 0.459 -1.162 -0.638
C 3.567 1.231 2.444 -0.497
C 3.222 2.267 1.363 -0.417
H -3.194 2.616 1.047 0.223
H -2.222 1.139 -0.673 0.230
H -1.642 3.623 2.799 0.225
H 0.896 3.311 2.581 0.216
H -3.611 -1.377 -4.315 0.217
H -4.283 -2.956 -2.555 0.226
H -1.552 0.027 -3.989 0.236
H -4.131 -1.907 0.611 0.180
H -4.199 -3.501 1.395 0.195
H -2.728 -2.532 1.493 0.184
H 0.957 -2.956 0.887 0.195
H 0.490 -3.496 -0.716 0.185
H -0.528 -3.862 0.688 0.185
H 4.153 0.518 -0.482 0.203
H 3.205 -0.582 -1.484 0.229
H 3.524 1.045 -2.074 0.239
H 2.701 1.000 3.088 0.247
H 3.878 0.290 1.999 0.251
H 4.087 2.431 0.719 0.241
H 3.048 3.204 1.819 0.223

=====

(3)
47
Properties=species:S:1:pos:R:3:nbo_charge:R:1 method="wB97M-V/def2-TZVPD" lumo_ev=-0.5 homo_lumo_gap_ha=0.2650 e_above_lowest_kj_mol=59.5 smiles="COc1cccc(/C=N/c2sc(Cc3ccccc3)c(C)c2C(N)=O)c1O" homo_ev=-7.7
C -0.280 3.975 6.292 -0.248
H 0.470 4.771 6.263 0.180
O -0.472 3.405 5.021 -0.521
C 0.600 2.786 4.417 0.216
C 1.870 2.675 4.949 -0.267
C 2.862 2.022 4.225 -0.228
C 2.586 1.489 2.990 -0.171
C 1.305 1.584 2.425 -0.178
C 0.304 2.244 3.152 0.373
O -0.948 2.375 2.661 -0.668
H -1.473 2.858 3.317 0.502
C 1.078 1.004 1.128 0.140
N -0.057 1.007 0.538 -0.455
C -0.263 0.477 -0.673 0.027
C -1.472 0.403 -1.343 -0.167
C -1.364 -0.220 -2.621 -0.024
C -0.085 -0.603 -2.917 -0.148
S 1.031 -0.242 -1.647 0.344
C 0.443 -1.326 -4.115 -0.481
C 0.601 -2.789 -3.776 0.091
C -0.498 -3.638 -3.800 -0.243
C -0.363 -4.969 -3.448 -0.199
C 0.872 -5.465 -3.065 -0.225
C 1.970 -4.623 -3.033 -0.191
C 1.834 -3.291 -3.384 -0.254
H 2.692 -2.635 -3.352 0.208
H 2.936 -5.003 -2.733 0.210
H 0.977 -6.505 -2.791 0.212
H -1.224 -5.620 -3.472 0.213
H -1.463 -3.254 -4.094 0.213
H 1.414 -0.907 -4.390 0.223
H -0.240 -1.206 -4.956 0.232
C -2.529 -0.411 -3.531 -0.628
H -2.217 -0.749 -4.516 0.197
H -3.082 0.520 -3.627 0.243
H -3.215 -1.140 -3.102 0.237
C -2.771 0.889 -0.797 0.664
O -3.840 0.647 -1.330 -0.636
N -2.682 1.637 0.318 -0.830
H -3.543 1.930 0.747 0.392
H -1.805 1.727 0.818 0.440
H 1.955 0.544 0.656 0.164
H 3.359 0.983 2.433 0.214
H 3.852 1.939 4.645 0.219
H 2.103 3.088 5.917 0.224
H 0.014 3.221 7.028 0.181
H -1.244 4.397 6.573 0.204

=====

(4)
49
Properties=species:S:1:pos:R:3:nbo_charge:R:1 method="wB97M-V/def2-TZVPD" lumo_ev=0.2 homo_lumo_gap_ha=0.3155 e_above_lowest_kj_mol=4.4 smiles="COc1cc(OC)cc(C(=O)NCC(=O)OCc2csc(-c3ccccc3)n2)c1" homo_ev=-8.3
C -2.577 -0.895 -1.046 -0.260
H -2.544 -1.976 -1.216 0.177
O -1.601 -0.224 -1.813 -0.513
C -0.293 -0.451 -1.533 0.421
C 0.166 -1.344 -0.577 -0.366
C 1.540 -1.472 -0.362 -0.110
C 2.441 -0.713 -1.083 -0.269
C 1.980 0.171 -2.064 0.400
C 0.618 0.294 -2.286 -0.398
H 0.209 0.970 -3.019 0.235
O 2.935 0.868 -2.730 -0.505
C 2.531 1.797 -3.706 -0.252
H 1.902 2.583 -3.276 0.173
H 1.993 1.311 -4.526 0.179
H 3.450 2.239 -4.089 0.202
H 3.498 -0.794 -0.893 0.239
C 2.020 -2.324 0.763 0.675
O 2.928 -2.000 1.499 -0.607
N 1.336 -3.502 0.916 -0.603
H 0.566 -3.668 0.284 0.401
C 1.160 -4.070 2.241 -0.318
C 0.010 -3.232 2.798 0.791
O -1.135 -3.357 2.445 -0.610
O 0.475 -2.252 3.563 -0.494
C -0.362 -1.109 3.774 -0.109
C 0.033 -0.038 2.801 0.071
C 1.316 0.382 2.591 -0.406
S 1.367 1.565 1.358 0.428
C -0.380 1.420 1.206 0.047
N -0.896 0.553 2.017 -0.450
C -1.127 2.203 0.250 -0.028
C -0.474 2.958 -0.724 -0.211
C -1.203 3.673 -1.652 -0.204
C -2.589 3.647 -1.621 -0.205
C -3.244 2.910 -0.648 -0.211
C -2.522 2.193 0.285 -0.191
H -3.018 1.619 1.052 0.231
H -4.323 2.895 -0.618 0.215
H -3.156 4.203 -2.353 0.214
H -0.692 4.254 -2.407 0.211
H 0.606 2.971 -0.745 0.214
H 2.212 0.036 3.061 0.262
H -0.194 -0.792 4.807 0.206
H -1.411 -1.378 3.624 0.231
H 2.072 -3.912 2.814 0.248
H 0.902 -5.126 2.168 0.223
H -0.533 -1.892 0.036 0.231
H -3.534 -0.505 -1.388 0.201
H -2.459 -0.687 0.021 0.195

=====

(5)
47
Properties=species:S:1:pos:R:3:nbo_charge:R:1 method="wB97M-V/def2-TZVPD" lumo_ev=0.0 homo_lumo_gap_ha=0.3116 e_above_lowest_kj_mol=101.0 smiles="CCOCCOC(=O)COc1ccc2c(-c3ccccc3)cc(=O)oc2c1" homo_ev=-8.4
C -5.600 -1.603 -1.059 -0.632
C -6.379 -0.600 -0.213 -0.066
O -6.405 0.696 -0.794 -0.534
C -5.612 1.676 -0.187 -0.078
C -4.101 1.503 -0.386 -0.119
H -3.881 1.113 -1.384 0.220
H -3.597 2.465 -0.256 0.192
O -3.592 0.599 0.602 -0.520
C -2.595 -0.210 0.246 0.771
O -2.055 -0.213 -0.824 -0.575
C -2.250 -1.146 1.404 -0.173
O -1.234 -2.053 1.079 -0.473
C 0.014 -1.591 0.800 0.353
C 0.915 -2.545 0.347 -0.295
C 2.224 -2.190 0.053 0.346
C 2.652 -0.857 0.189 -0.120
C 1.737 0.079 0.680 -0.153
C 0.442 -0.272 0.983 -0.316
H -0.230 0.485 1.352 0.215
H 2.060 1.097 0.832 0.226
C 4.019 -0.557 -0.158 0.060
C 4.833 -1.575 -0.530 -0.338
C 4.376 -2.945 -0.635 0.738
O 5.059 -3.885 -0.956 -0.562
O 3.051 -3.175 -0.357 -0.454
H 5.863 -1.405 -0.800 0.237
C 4.525 0.825 -0.123 -0.091
C 3.875 1.836 -0.827 -0.154
C 4.376 3.125 -0.816 -0.211
C 5.523 3.421 -0.098 -0.209
C 6.176 2.419 0.601 -0.203
C 5.685 1.127 0.583 -0.194
H 6.190 0.344 1.131 0.221
H 7.073 2.645 1.159 0.217
H 5.910 4.429 -0.086 0.216
H 3.870 3.901 -1.371 0.214
H 2.992 1.602 -1.404 0.214
H 0.598 -3.567 0.226 0.241
H -3.130 -1.758 1.625 0.230
H -2.013 -0.550 2.295 0.205
H -5.812 1.732 0.893 0.172
H -5.916 2.614 -0.657 0.200
H -5.971 -0.552 0.804 0.167
H -7.425 -0.923 -0.151 0.181
H -6.007 -1.621 -2.066 0.218
H -5.689 -2.595 -0.624 0.211
H -4.546 -1.345 -1.122 0.203

=====

(6)
72
Properties=species:S:1:pos:R:3:lowdin_charge:R:1 method="wB97M-V/def2-TZVPD" lumo_ev=-9.3 homo_lumo_gap_ha=0.0484 homo_ev=-10.7 total_charge=+2
O -0.252 2.900 1.674 0.153
C 0.257 2.962 0.601 -0.595
O 1.187 3.877 0.254 0.099
C 2.014 3.257 -0.725 -0.147
C 0.993 2.414 -1.433 -0.283
C 1.320 1.355 -2.455 -0.097
C 1.625 -0.063 -1.939 -0.150
C 2.168 -0.167 -0.526 -0.170
C 3.686 0.023 -0.451 -0.056
C 4.436 -0.809 0.567 -0.453
F 3.927 -2.024 0.796 0.155
F 5.695 -1.030 0.052 0.095
C 4.795 -0.143 1.932 -0.374
F 5.565 -0.965 2.615 0.144
F 5.606 0.973 1.603 -0.129
S 3.407 0.499 3.052 0.734
F 4.440 1.468 3.756 -0.128
F 3.099 1.611 1.974 -0.116
F 2.403 -0.496 2.364 -0.097
F 3.729 -0.592 4.134 -0.100
F 2.259 1.056 3.942 -0.074
O 0.012 2.122 -0.398 0.039
H 2.861 2.773 -0.247 0.118
H 2.376 4.078 -1.526 -0.102
H 0.476 3.168 -2.036 0.150
H 2.121 1.748 -3.074 0.107
H 0.458 1.295 -3.113 0.121
H 2.375 -0.499 -2.596 0.121
H 0.755 -0.699 -2.064 0.088
H 1.690 0.528 0.156 0.093
H 1.899 -1.149 -0.136 0.080
H 4.135 -0.208 -1.412 0.142
H 3.951 1.055 -0.249 0.102
Cl 2.898 4.604 -3.062 0.134
Be 7.350 1.553 1.981 0.648
C 0.576 -3.536 -1.368 -0.944
O 1.071 -2.980 -0.369 0.091
O 0.150 -4.749 -1.367 0.007
O 0.362 -2.938 -2.467 0.135
C -3.400 2.114 0.543 -1.525
Br -4.697 1.210 1.738 0.680
Br -3.009 1.132 -1.036 0.728
Br -4.120 3.822 0.204 0.777
H -2.477 2.234 1.107 -0.026
Li -1.502 -4.203 -0.227 0.793
C -0.686 -7.460 2.691 0.055
C -0.577 -8.663 3.483 -0.376
C -1.542 -9.813 3.103 -0.395
O -1.533 -10.896 3.623 0.150
C -2.550 -9.516 2.039 -0.203
C -2.608 -8.280 1.296 -0.749
C -1.551 -7.211 1.635 -0.483
O -1.530 -6.186 0.923 -0.084
O -3.426 -8.068 0.384 -0.072
O 0.188 -8.846 4.399 0.135
H -0.008 -6.646 2.915 0.134
H -3.257 -10.320 1.816 0.114
Al -1.548 -9.498 -0.589 1.195
Br -4.150 -1.082 2.231 0.254
Mg -4.038 -8.410 3.381 1.329
C -4.264 8.954 -2.227 -0.105
C -4.453 8.099 -3.474 -0.253
C -4.411 6.593 -3.178 -0.192
C -3.124 6.201 -2.607 -0.259
N -2.097 5.917 -2.179 0.150
H -3.286 8.786 -1.774 0.072
H -4.332 10.011 -2.476 0.077
H -5.029 8.735 -1.479 0.076
H -3.682 8.343 -4.205 0.116
H -5.414 8.331 -3.934 0.111
H -4.566 6.018 -4.090 0.120
H -5.200 6.324 -2.473 0.112

=====

(7)
62
Properties=species:S:1:pos:R:3:nbo_charge:R:1 method="wB97M-V/def2-TZVPD" lumo_ev="-3.6 / -4.5" homo_lumo_gap_ha="0.2065 / 0.1651" e_above_lowest_kj_mol=299.7 homo_ev="-9.2 / -9.0" total_charge=+1
Ce -0.390 -0.514 0.102 1.770
Br 1.210 -6.970 -3.217 0.130
C 0.668 -5.205 -2.890 -0.170
C 0.112 -4.449 -3.980 -0.167
Br -0.655 -5.185 -5.522 0.124
C -0.118 -3.048 -3.853 -0.181
Br -0.609 -1.960 -5.298 0.090
C -0.051 -2.395 -2.568 0.238
O -0.576 -1.201 -2.261 -0.770
C 0.436 -3.196 -1.461 0.313
O 0.447 -2.679 -0.277 -0.720
C 0.790 -4.585 -1.631 -0.161
Br 1.404 -5.595 -0.123 0.097
I 0.535 4.144 2.682 0.191
C -1.195 3.414 1.763 -0.258
C -2.442 3.917 2.139 -0.257
C -3.655 3.582 1.543 -0.133
I -5.268 4.962 1.844 0.194
C -3.736 2.387 0.725 -0.110
C -4.898 1.818 0.163 -0.088
C -4.782 0.612 -0.612 -0.229
C -3.506 0.018 -0.836 0.112
N -2.401 0.723 -0.434 -0.522
C -2.484 1.811 0.329 0.118
C -1.237 2.286 0.876 0.379
O -0.103 1.640 0.509 -0.852
H -2.513 4.621 2.986 0.245
H -5.800 2.467 0.213 0.252
H -5.679 0.095 -0.876 0.245
H -3.304 -0.993 -1.269 0.257
C 1.929 -0.789 4.526 -0.665
C 0.863 -0.840 3.416 0.246
N 1.257 -0.762 2.140 -0.145
O 2.617 -0.826 2.084 -0.524
C -0.576 -1.081 3.581 0.202
C -1.312 -1.903 4.576 -0.693
N -1.197 -0.708 2.437 -0.148
O -1.945 -1.599 1.751 -0.524
H 1.438 -0.684 5.466 0.229
H 2.594 0.010 4.212 0.247
H 2.506 -1.719 4.464 0.252
H 2.775 -0.553 1.158 0.511
H -1.373 -2.927 4.130 0.262
H -2.372 -1.631 4.793 0.256
H -0.918 -1.942 5.588 0.239
N 3.616 0.442 -3.823 -0.880
C 2.605 -0.040 -2.980 -0.563
P 2.611 1.025 -1.471 2.110
O 4.052 1.742 -1.540 -0.999
O 2.232 0.175 -0.328 -1.068
C 1.605 2.578 -1.617 -0.571
N 1.935 3.462 -0.401 -0.723
H 4.304 -0.287 -4.020 0.418
H 4.383 1.458 -2.445 0.530
H 3.376 1.123 -4.528 0.406
H 2.861 -1.039 -2.506 0.280
H 1.593 0.005 -3.362 0.262
H 0.524 2.373 -1.486 0.283
H 1.854 3.240 -2.427 0.252
H 1.536 4.449 -0.453 0.451
H 2.900 3.727 -0.087 0.456
H 1.526 2.999 0.387 0.474

=====

(8)
60
Properties=species:S:1:pos:R:3:nbo_charge:R:1 method="wB97M-V/def2-TZVPD" lumo_ev=4.1 homo_lumo_gap_ha=0.2337 e_above_lowest_kj_mol=0.0 homo_ev=-2.3 total_charge=-2
Cd -0.406 0.771 -0.450 1.679
N -3.913 2.853 1.013 -0.830
C -2.601 2.658 0.589 0.297
S -2.388 2.314 -1.119 -0.560
N -1.703 2.798 1.520 -0.452
N -0.431 2.471 1.086 -0.368
C 0.533 2.943 1.768 0.088
C 1.947 2.764 1.444 -0.208
C 2.858 3.272 2.371 -0.154
C 4.226 3.272 2.167 -0.326
C 4.698 2.775 0.952 -0.219
C 3.828 2.272 0.009 -0.288
C 2.419 2.191 0.217 0.394
O 1.678 1.657 -0.696 -0.856
H -4.556 2.386 0.388 0.385
H -4.021 2.521 1.963 0.387
H 0.288 3.565 2.634 0.159
H 2.455 3.695 3.287 0.190
H 4.902 3.670 2.913 0.190
H 5.761 2.797 0.735 0.187
H 4.199 1.928 -0.949 0.193
C 0.339 -2.896 2.104 -0.554
C 1.674 -2.239 2.444 -0.536
S 2.116 -0.722 1.560 0.229
C 3.508 -1.295 0.537 -0.535
C 3.358 -1.012 -0.955 -0.582
S 1.801 -1.463 -1.711 0.288
C 1.847 -3.264 -1.652 -0.564
C 1.507 -3.950 -0.315 -0.560
S -0.020 -3.282 0.379 0.239
H -0.479 -2.214 2.349 0.274
H 0.233 -3.783 2.736 0.192
H 2.501 -2.944 2.329 0.195
H 1.649 -1.983 3.506 0.218
H 3.636 -2.362 0.721 0.196
H 4.411 -0.793 0.892 0.217
H 4.205 -1.454 -1.491 0.194
H 3.378 0.060 -1.117 0.261
H 2.839 -3.582 -1.993 0.199
H 1.136 -3.578 -2.419 0.241
H 2.326 -3.841 0.392 0.199
H 1.384 -5.020 -0.502 0.205
O -3.687 -0.374 1.610 -0.719
C -2.772 -0.702 0.853 0.787
O -1.528 -0.504 1.053 -0.887
C -3.144 -1.496 -0.407 -0.258
C -4.338 -2.151 -0.362 -0.126
C -4.739 -3.032 -1.381 -0.096
C -3.909 -3.299 -2.442 -0.120
C -2.701 -2.638 -2.531 -0.150
C -2.269 -1.630 -1.575 0.555
O -1.236 -0.956 -1.759 -0.743
N -1.860 -3.045 -3.649 0.530
O -2.192 -4.045 -4.286 -0.469
O -0.852 -2.413 -3.908 -0.383
N -6.011 -3.708 -1.303 0.535
O -6.720 -3.505 -0.326 -0.432
O -6.339 -4.462 -2.215 -0.450
H -4.969 -1.987 0.501 0.260
H -4.187 -4.017 -3.197 0.260

=====

(9)
51
Properties=species:S:1:pos:R:3:nbo_charge:R:1 method="wB97M-V/def2-TZVPD" lumo_ev=0.1 homo_lumo_gap_ha=0.3170 smiles="COc1cccc(-c2nc(CS(=O)(=O)CC(=O)NCc3ccc(Cl)cc3)c(C)o2)c1" homo_ev=-8.5
C -3.050 0.539 3.715 -0.252
H -3.549 0.973 4.580 0.205
O -2.067 -0.323 4.238 -0.491
C -1.279 -1.013 3.373 0.312
C -1.352 -0.919 1.992 -0.303
C -0.474 -1.660 1.200 -0.023
C 0.459 -2.510 1.784 -0.218
C 0.517 -2.607 3.164 -0.189
C -0.335 -1.865 3.955 -0.244
H -0.296 -1.925 5.031 0.228
H 1.238 -3.265 3.624 0.222
H 1.128 -3.081 1.162 0.230
C -0.534 -1.522 -0.237 0.500
N -1.368 -0.778 -0.918 -0.514
C -1.039 -0.966 -2.236 0.039
C 0.026 -1.826 -2.294 0.296
O 0.330 -2.183 -1.026 -0.394
C 0.828 -2.354 -3.423 -0.671
H 1.582 -3.035 -3.040 0.243
H 1.317 -1.534 -3.945 0.242
H 0.195 -2.885 -4.133 0.233
C -1.728 -0.270 -3.332 -0.656
H -1.419 -0.643 -4.304 0.262
H -2.810 -0.292 -3.242 0.248
S -1.236 1.510 -3.297 2.157
O 0.128 1.566 -2.850 -0.950
O -1.541 2.065 -4.584 -0.931
C -2.340 2.281 -2.053 -0.744
C -1.481 2.907 -0.969 0.673
O -1.239 4.092 -0.925 -0.602
N -1.049 2.010 -0.064 -0.642
H -1.208 1.020 -0.233 0.433
C -0.088 2.363 0.960 -0.248
C 1.021 1.353 1.052 -0.052
C 1.609 0.851 -0.104 -0.217
C 2.604 -0.105 -0.027 -0.225
C 3.019 -0.557 1.215 -0.048
C 2.463 -0.051 2.377 -0.244
C 1.463 0.899 2.288 -0.141
H 1.022 1.287 3.194 0.208
H 2.801 -0.404 3.339 0.229
Cl 4.240 -1.776 1.318 -0.003
H 3.055 -0.498 -0.925 0.225
H 1.285 1.209 -1.071 0.257
H 0.305 3.352 0.695 0.248
H -0.593 2.450 1.930 0.192
H -2.978 1.496 -1.662 0.251
H -2.907 3.039 -2.585 0.279
H -2.073 -0.286 1.502 0.234
H -2.607 1.338 3.112 0.176
H -3.782 -0.007 3.112 0.179